{"formula": "C21H27LaNO2P2", "method": "ωB97M-V/def2-TZVPD", "gap_ha": [0.2597, 0.2597], "max_force_ha_per_bohr": 0.0980, "spin_multiplicity": 1, "homo_ev": [-10.4, -10.4], "e_tot_ev": -47230.38948, "charge": 1, "symbols": ["C", "C", "C", "C", "C", "C", "C", "C", "C", "C", "C", "C", "C", "H", "H", "H", "H", "H", "H", "H", "N", "La", "C", "H", "H", "C", "H", "H", "P", "P", "C", "H", "H", "H", "C", "H", "H", "H", "C", "H", "H", "H", "C", "H", "H", "H", "C", "O", "H", "C", "O", "H", "H", "H"], "coordinates": [[1.014, -1.968, -3.548], [1.029, -0.892, -2.677], [-0.160, -0.092, -2.518], [-1.350, -0.413, -3.285], [-1.280, -1.496, -4.192], [-0.119, -2.254, -4.339], [-2.502, 0.334, -3.017], [-2.517, 1.374, -2.080], [-1.281, 1.649, -1.370], [-1.251, 2.643, -0.334], [-2.415, 3.329, -0.021], [-3.613, 3.097, -0.730], [-3.662, 2.128, -1.732], [1.923, -2.555, -3.644], [-2.173, -1.713, -4.788], [-0.054, -3.059, -5.055], [-3.402, 0.125, -3.587], [-2.374, 4.084, 0.758], [-4.484, 3.692, -0.489], [-4.586, 1.932, -2.291], [-0.185, 0.890, -1.588], [0.117, -1.118, 1.398], [2.287, -0.586, -1.863], [2.255, 0.469, -1.546], [3.242, -1.010, -2.269], [0.040, 2.888, 0.437], [0.882, 2.682, -0.243], [0.066, 3.890, 0.915], [2.302, -1.516, -0.289], [0.274, 1.627, 1.804], [-0.923, 2.171, 3.098], [-0.770, 1.529, 3.993], [-0.741, 3.244, 3.330], [-1.954, 2.001, 2.717], [1.938, 2.083, 2.472], [1.935, 3.153, 2.781], [2.162, 1.428, 3.338], [2.712, 1.892, 1.697], [2.070, -3.314, -0.505], [2.962, -3.551, -1.131], [2.076, -3.825, 0.488], [1.101, -3.515, -1.016], [3.746, -1.131, 0.741], [3.655, -1.640, 1.726], [4.555, -1.558, 0.096], [3.815, -0.029, 0.905], [-2.330, -0.822, 2.389], [-3.171, -1.211, 3.082], [-1.272, -0.857, -0.060], [0.075, -2.879, 4.473], [0.163, -2.134, 3.257], [-0.742, -2.497, 5.088], [1.023, -2.777, 4.998], [-0.111, -3.924, 4.228]], "atomic_forces_ev_per_a": [[0.1, 1.1, 0.6], [0.5, -0.6, -0.1], [-0.9, 0.6, 0.6], [0.9, 0.3, 0.9], [0.6, -0.9, -0.8], [-1.2, 0.8, 0.3], [0.1, 0.2, -0.2], [1.1, -0.1, 0.5], [0.0, -1.3, -0.6], [-0.3, 0.5, 0.5], [1.1, -0.5, -0.4], [-0.1, -1.1, -1.1], [-0.6, 1.0, 0.6], [-0.1, 0.0, -0.1], [0.4, 0.0, 0.1], [-0.2, -0.1, 0.0], [-0.1, -0.1, 0.1], [-0.1, 0.0, 0.0], [-0.1, -0.1, -0.1], [0.3, 0.2, 0.3], [0.5, 0.3, -0.2], [-0.2, -0.8, -0.4], [0.5, -1.2, 0.1], [0.6, -0.3, -0.4], [-0.8, 1.3, -0.8], [-0.3, -0.7, 0.1], [-0.1, 0.5, 0.3], [0.1, -0.5, -0.5], [-2.1, 0.9, 1.1], [0.1, 2.5, 0.2], [0.2, 0.0, 0.0], [-0.1, 0.5, -0.4], [-0.3, -0.7, 0.0], [0.6, 0.3, 0.3], [-0.1, 0.1, 0.1], [0.2, -0.7, -0.2], [-0.1, 0.5, -0.3], [-0.5, 0.3, 0.5], [1.0, 0.1, -0.5], [-0.8, -1.0, 0.4], [0.2, 0.3, -0.8], [0.9, 0.2, 0.2], [0.8, -0.6, -1.0], [0.2, 0.2, -0.8], [0.3, 0.7, 1.3], [0.2, -0.9, -0.3], [-3.7, -1.3, 3.2], [2.7, 1.4, -2.6], [-1.3, -0.5, -0.6], [0.0, 0.5, -1.0], [0.0, -0.9, 1.5], [0.0, -0.1, 0.1], [0.0, -0.1, 0.3], [0.0, -0.1, 0.2]], "mulliken_charge": [-0.247, -0.160, 0.024, 0.956, -0.772, -0.941, -1.000, 0.941, -0.035, -0.002, -0.326, -0.883, -0.836, 0.459, 0.428, 0.409, 0.450, 0.458, 0.404, 0.421, -0.228, 1.022, -0.768, 0.302, 0.701, -0.964, 0.395, 0.750, 0.265, 0.591, -1.311, 0.407, 0.397, 0.374, -1.151, 0.377, 0.390, 0.288, -1.221, 0.350, 0.445, 0.411, -1.025, 0.369, 0.396, 0.289, 0.124, -0.201, -0.212, -0.809, -0.281, 0.277, 0.244, 0.260]}


{"formula": "C19H28N2O6", "method": "ωB97M-V/def2-TZVPD", "gap_ha": 0.3110, "max_force_ha_per_bohr": 0.0454, "spin_multiplicity": 1, "smiles": "CNC(=O)[C@@H](NC(C)=O)C(C)C.COc1cccc(/C=C/C(=O)O)c1OC", "homo_ev": -8.6, "e_tot_ev": -35422.44412, "charge": 0, "symbols": ["O", "O", "O", "O", "O", "O", "C", "C", "C", "C", "C", "C", "C", "C", "C", "C", "C", "N", "N", "C", "C", "C", "C", "C", "C", "C", "C", "H", "H", "H", "H", "H", "H", "H", "H", "H", "H", "H", "H", "H", "H", "H", "H", "H", "H", "H", "H", "H", "H", "H", "H", "H", "H", "H", "H"], "coordinates": [[-2.272, 4.223, 2.021], [5.369, 2.929, -0.969], [2.534, -1.713, -1.909], [-3.417, 4.129, 3.965], [-3.925, -2.102, -1.798], [-3.124, 0.540, -1.244], [-2.960, 3.603, 2.811], [4.771, 2.057, -0.363], [3.404, -1.143, -1.260], [-3.299, 2.213, 2.556], [-3.041, 1.557, 1.364], [-4.059, -2.049, 1.913], [-4.133, -2.519, 0.605], [-3.700, -0.728, 2.158], [-3.832, -1.679, -0.486], [-3.435, -0.339, -0.228], [-3.400, 0.148, 1.100], [4.678, -1.554, -1.285], [3.943, 1.240, -1.013], [-4.460, -3.402, -2.082], [-2.082, 0.124, -2.141], [4.999, 1.893, 1.127], [5.150, -2.707, -2.051], [0.813, -0.472, 0.436], [1.348, 1.917, 0.166], [1.609, 0.522, -0.425], [3.114, 0.144, -0.468], [-3.094, 5.043, 3.960], [-3.816, 1.718, 3.365], [-2.572, 2.127, 0.565], [-4.288, -2.714, 2.741], [-4.432, -3.551, 0.462], [-3.651, -0.403, 3.191], [5.359, -1.002, -0.788], [3.856, 1.435, -2.000], [-5.464, -3.511, -1.661], [-4.528, -3.538, -3.165], [-3.810, -4.185, -1.679], [-2.513, -0.284, -3.060], [-1.461, 0.985, -2.406], [-1.435, -0.636, -1.691], [4.061, 2.031, 1.659], [5.708, 2.651, 1.455], [5.410, 0.908, 1.331], [4.885, -2.582, -3.104], [4.673, -3.616, -1.681], [6.233, -2.805, -1.964], [0.866, -1.473, 0.011], [-0.237, -0.178, 0.469], [1.207, -0.492, 1.452], [1.709, 1.969, 1.192], [1.835, 2.687, -0.432], [0.278, 2.125, 0.160], [1.208, 0.517, -1.439], [3.416, -0.059, 0.557]], "atomic_forces_ev_per_a": [[-0.4, 0.4, 0.7], [0.1, 0.2, -0.2], [0.2, 0.1, 0.4], [0.0, -0.2, -0.3], [0.0, 0.3, 0.2], [0.1, -0.4, 0.3], [1.2, 0.3, -1.5], [1.2, 1.1, 0.5], [-1.0, -0.1, -1.1], [-0.3, -1.9, -1.3], [-0.4, 1.2, 1.9], [0.2, 0.6, -0.1], [0.1, 0.3, -0.4], [-0.2, -0.5, -0.2], [-0.3, -0.5, 0.3], [0.1, 0.0, -0.1], [0.0, -0.2, 0.0], [1.1, 0.0, 0.5], [-1.1, -1.7, 0.0], [0.1, 0.1, 0.4], [0.0, -0.3, -0.3], [-0.2, 0.0, -0.3], [-0.5, 0.2, 0.0], [0.3, -0.2, -0.7], [0.5, -0.2, -0.5], [-0.3, 0.0, 0.5], [-0.2, 0.7, -0.1], [0.0, 0.0, 0.1], [-0.1, -0.2, 0.0], [-0.1, -0.1, 0.1], [0.0, 0.1, -0.2], [0.0, 0.1, -0.2], [0.1, 0.2, -0.2], [0.0, 0.0, -0.1], [0.0, 0.0, 0.0], [0.1, 0.0, 0.0], [0.2, 0.4, 0.2], [0.0, 0.1, 0.0], [0.0, 0.0, 0.2], [-0.3, 0.1, 0.2], [-0.2, 0.1, 0.0], [0.0, -0.2, 0.2], [-0.1, -0.1, -0.2], [-0.1, -0.2, 0.2], [0.0, -0.1, 0.1], [0.1, 0.0, -0.1], [-0.2, 0.2, 0.1], [0.0, -0.1, 0.1], [0.0, 0.0, 0.1], [0.0, 0.0, 0.1], [0.0, 0.1, 0.1], [0.0, 0.1, 0.1], [0.0, 0.0, 0.1], [0.1, -0.2, -0.1], [0.2, 0.2, 0.2]], "mulliken_charge": [-0.589, -0.671, -0.671, -0.448, -0.369, -0.532, 0.287, 0.709, 0.075, -0.610, 0.038, -1.054, -0.462, -0.775, 0.408, 0.806, 1.006, -0.129, -0.071, -0.928, -0.766, -0.974, -0.915, -1.462, -1.493, 0.772, -0.001, 0.345, 0.331, 0.383, 0.371, 0.386, 0.288, 0.266, 0.217, 0.369, 0.249, 0.351, 0.324, 0.295, 0.296, 0.230, 0.335, 0.295, 0.293, 0.285, 0.344, 0.392, 0.141, 0.482, 0.241, 0.371, 0.352, 0.158, 0.432]}


{"formula": "CH2I3P", "method": "ωB97M-V/def2-TZVPD", "gap_ha": 0.2930, "max_force_ha_per_bohr": 0.0524, "spin_multiplicity": 1, "homo_ev": -9.2, "e_tot_ev": -34658.35646, "charge": 0, "symbols": ["C", "P", "I", "I", "I", "H", "H"], "coordinates": [[-2.228, -0.028, 0.032], [-0.579, -0.550, -0.712], [-3.269, 0.958, -1.614], [-3.098, -1.947, 0.462], [-2.192, 1.202, 1.854], [0.142, -1.016, 0.376], [0.453, 0.661, -0.982]], "atomic_forces_ev_per_a": [[0.7, 0.6, 0.1], [1.4, 1.2, -1.6], [0.2, -0.2, 0.6], [-0.1, 0.2, 0.0], [0.0, -0.4, -0.7], [0.0, 0.0, 0.8], [-2.1, -1.4, 0.8]], "mulliken_charge": [-0.631, -0.069, 0.178, 0.184, 0.167, 0.078, 0.094]}


{"formula": "C20H28CuN5S", "method": "ωB97M-V/def2-TZVPD", "gap_ha": [0.2787, 0.2483], "max_force_ha_per_bohr": 0.0060, "spin_multiplicity": 2, "homo_ev": [-10.5, -10.7], "e_tot_ev": -84114.87824, "charge": 1, "symbols": ["Cu", "C", "C", "N", "N", "C", "N", "S", "C", "C", "C", "C", "C", "N", "H", "H", "H", "H", "H", "H", "H", "H", "H", "H", "C", "C", "C", "C", "C", "C", "C", "C", "N", "C", "C", "C", "C", "H", "H", "H", "H", "H", "H", "H", "H", "H", "H", "H", "H", "H", "H", "H", "H", "H", "H"], "coordinates": [[0.254, 0.013, 0.997], [-0.741, -4.022, 2.729], [-0.244, -2.633, 2.475], [-0.941, -1.616, 2.181], [-2.279, -1.576, 2.083], [-2.822, -0.321, 1.927], [-4.159, -0.292, 1.936], [-1.885, 1.052, 1.742], [1.209, -2.289, 2.623], [2.101, -3.169, 3.207], [3.408, -2.758, 3.429], [3.778, -1.481, 3.058], [2.830, -0.669, 2.453], [1.574, -1.054, 2.233], [-1.750, -4.164, 2.346], [-0.747, -4.250, 3.796], [-0.099, -4.751, 2.235], [-2.859, -2.393, 2.227], [-4.725, -1.104, 2.114], [-4.613, 0.599, 1.824], [1.781, -4.160, 3.499], [4.120, -3.429, 3.890], [4.781, -1.112, 3.221], [3.089, 0.327, 2.118], [-1.478, 3.506, -4.346], [-0.942, 3.188, -2.974], [-0.898, 4.173, -1.981], [-0.383, 3.916, -0.709], [-0.339, 4.985, 0.352], [0.070, 2.645, -0.441], [0.014, 1.594, -1.397], [-0.487, 1.918, -2.687], [0.431, 0.390, -0.949], [0.662, -0.765, -1.850], [1.675, -0.429, -2.955], [-0.669, -1.309, -2.395], [1.281, -1.878, -1.004], [-1.795, 4.544, -4.415], [-2.333, 2.874, -4.589], [-0.716, 3.336, -5.108], [-1.269, 5.166, -2.208], [-0.650, 5.950, -0.044], [0.666, 5.094, 0.760], [-1.004, 4.728, 1.179], [0.516, 2.423, 0.525], [-0.544, 1.175, -3.465], [1.391, 0.418, -3.571], [1.798, -1.296, -3.605], [2.644, -0.201, -2.507], [-1.168, -0.651, -3.100], [-1.356, -1.491, -1.565], [-0.484, -2.260, -2.895], [2.182, -1.530, -0.495], [1.552, -2.715, -1.648], [0.572, -2.245, -0.255]], "atomic_forces_ev_per_a": [[-0.2, 0.0, 0.2], [0.0, 0.0, 0.0], [0.2, 0.0, 0.1], [0.0, 0.0, -0.2], [0.1, 0.2, -0.1], [0.1, -0.1, 0.0], [0.0, 0.2, 0.0], [-0.3, 0.0, -0.1], [-0.2, 0.0, 0.0], [0.1, -0.1, 0.0], [0.0, -0.1, 0.0], [0.0, 0.0, 0.0], [0.0, 0.0, -0.1], [0.2, 0.0, 0.0], [0.0, 0.0, 0.0], [0.0, 0.0, 0.0], [0.0, 0.0, 0.0], [0.0, 0.0, 0.0], [0.0, 0.0, 0.0], [0.0, 0.0, 0.0], [0.0, 0.0, 0.0], [0.0, 0.0, 0.0], [0.0, 0.0, 0.0], [0.0, 0.0, 0.0], [0.0, 0.0, 0.0], [0.0, 0.1, 0.0], [0.0, 0.0, 0.0], [0.0, 0.1, 0.0], [0.0, 0.0, 0.0], [0.0, 0.0, 0.0], [0.1, 0.1, 0.1], [0.1, 0.0, 0.0], [0.0, -0.3, -0.1], [0.0, 0.1, 0.0], [0.0, 0.0, 0.0], [0.0, 0.0, 0.0], [0.0, -0.1, 0.0], [0.0, 0.0, 0.0], [0.0, 0.0, 0.0], [0.0, 0.0, 0.0], [0.0, 0.0, 0.0], [0.0, 0.0, 0.0], [0.0, 0.0, 0.0], [0.0, 0.0, 0.0], [-0.1, 0.0, 0.0], [0.0, -0.1, 0.0], [-0.1, 0.0, 0.0], [0.0, 0.0, 0.0], [0.0, 0.0, 0.0], [0.0, 0.0, 0.0], [0.0, 0.0, 0.0], [0.0, 0.0, 0.0], [0.0, 0.0, 0.0], [0.0, 0.0, 0.0], [0.0, 0.0, 0.0]], "mulliken_charge": [-0.136, -1.718, 0.524, 0.200, -0.402, 0.309, -0.365, -0.343, 0.964, -0.776, -0.511, -0.693, -0.075, -0.002, 0.495, 0.343, 0.394, 0.215, 0.179, 0.239, 0.383, 0.429, 0.428, 0.435, -1.585, -0.222, -0.759, 0.202, -1.482, -0.255, 1.343, -0.171, -0.430, 1.591, -1.668, -1.392, -1.816, 0.392, 0.356, 0.342, 0.299, 0.389, 0.365, 0.277, 0.705, 0.631, 0.376, 0.452, 0.398, 0.329, 0.241, 0.457, 0.373, 0.575, 0.172]}


> What is the formula in the third record?

CH2I3P